Model P:
DFT (ωB97M-V/def2-TZVPD) results for C10H19N3O4 as an isolated structure.

Computed properties:
- Total charge: 0
- Frontier orbital gap: 10.19 eV
- HOMO level: -0.3665 hartree

Element x y z (Å)
C1 1.75713 -1.38314 0.17915
C2 0.74239 -0.29870 -0.11929
C3 2.68061 -1.87175 -0.86556
C4 4.25673 -1.33046 -0.65985
C5 -1.65926 0.37680 -0.15490
C6 -1.41318 1.73438 0.72950
C7 -3.04735 -0.17177 -0.02588
C8 -3.49674 -0.72346 1.38449
C9 -4.03243 0.97182 -0.51509
C10 -4.02452 2.50061 -0.07529
H1 1.85087 -3.29952 0.91452
H2 0.52778 -3.22418 -0.05693
H3 2.22568 -0.87714 0.99951
H4 2.77826 -2.99559 -1.10584
H5 2.69489 -1.52921 -1.92187
H6 5.05253 0.63938 -0.71429
H7 3.53489 0.71009 -1.00289
H8 -0.49853 -1.52886 0.62342
H9 -1.68539 0.64733 -1.20720
H10 -3.06594 -0.85635 -1.01847
H11 -3.16680 -2.10448 1.66127
H12 -3.35906 -0.03607 2.33379
H13 -4.86491 -0.95346 1.24589
H14 -3.80522 0.77438 -1.65123
H15 -5.04496 0.49602 -0.49156
H16 -2.98160 2.94142 0.30057
H17 -4.64538 2.30524 0.91469
H18 -4.56498 3.29391 -1.00165
H19 0.27253 1.88454 -0.30775
N1 1.06087 -2.67925 0.66051
N2 4.30814 0.21126 -0.97425
N3 -0.53634 -0.58969 -0.00188
O1 1.31831 0.67809 -0.73744
O2 5.23474 -1.97517 -0.79294
O3 -1.84544 2.05389 1.89954
O4 -0.41554 2.52949 0.18480


Model Q:
DFT (ωB97M-V/def2-TZVPD) results for C10H19N3O4 as an isolated structure.

Computed properties:
- Total charge: 0
- Frontier orbital gap: 9.49 eV
- HOMO level: -0.3310 hartree

Element x y z (Å)
C1 -1.45394 -1.15295 0.74670
C2 -0.31417 -1.16816 -0.25901
C3 -2.53101 -0.65656 -0.28674
C4 -4.10393 -0.81248 0.12219
C5 -2.29884 0.80247 -0.78760
C6 -3.07770 2.10503 0.00191
C7 2.12983 -0.73580 -0.85935
C8 2.84526 -1.70456 0.17507
C9 3.25209 0.36824 -1.06690
C10 3.44530 1.17526 0.23303
H1 -0.25065 0.03672 2.41166
H2 -1.69936 1.02448 1.49420
H3 -1.70442 -2.19070 1.17523
H4 -2.32972 -1.50975 -1.05208
H5 -4.46767 -1.81682 -0.10029
H6 -4.72190 -0.16343 -0.56455
H7 -4.03976 -0.43970 1.26207
H8 -1.15140 0.81592 -0.46566
H9 -2.33062 0.87252 -2.06727
H10 -4.29415 2.00313 -0.20144
H11 -2.94118 3.14643 -0.40729
H12 -2.79124 2.15709 1.07043
H13 1.26886 0.28652 0.59876
H14 1.86360 -1.27168 -1.66489
H15 2.96266 1.01356 -2.07503
H16 4.22828 -0.12129 -1.32123
H17 5.02300 2.18457 -0.90543
H18 4.40536 2.47291 0.93825
H19 2.60934 -3.13858 1.34428
N1 -1.42639 -0.16055 1.74469
N2 0.78858 -0.08100 -0.31504
N3 4.44182 1.98910 -0.02085
O1 -0.27295 -1.96069 -1.23818
O2 4.08992 -1.79613 0.19101
O3 2.87113 1.09774 1.31541
O4 1.97593 -2.67084 0.83395


Decreasing stability: model Q, model P